<w>
A 4-piece molecular cluster, C5H19N2O4 overall, computed with the ωB97M-V functional and the def2-TZVPD basis.

The calculation puts the gap between HOMO and LUMO at 11.1 eV.

ORCA input file:
```
! wB97M-V def2-TZVPD RIJCOSX def2/J DEFGRID3
* xyz 1 1
N 0.699 0.182 -0.436
C 0.128 -1.079 0.039
C -1.250 -0.858 0.744
C -2.313 -0.292 -0.192
C -1.147 -0.049 2.088
C -0.147 -1.971 -1.201
N -0.770 -3.167 -1.040
O 0.263 -1.600 -2.279
H 1.511 0.501 0.118
H -0.028 0.910 -0.529
H 1.096 0.044 -1.415
H 0.777 -1.555 0.820
H -1.701 -1.839 1.002
H -3.143 0.125 0.368
H -2.501 -1.179 -0.787
H -1.929 0.543 -0.752
H -0.946 -0.675 2.971
H -0.445 0.712 1.823
H -2.194 0.181 2.324
H -1.115 -3.417 -0.115
H -0.814 -3.967 -1.645
H -1.706 2.904 0.004
H -0.474 3.684 -0.443
O -0.745 2.837 -0.072
H 3.292 1.165 -2.259
H 2.706 2.363 -1.460
O 2.489 1.509 -1.852
H 4.097 0.827 1.290
H 2.946 1.761 1.838
O 3.365 1.400 1.050
*
```

---

<x>
A 4-piece molecular cluster, C5H19N2O4 overall, computed with the ωB97M-V functional and the def2-TZVPD basis.

The calculation puts the gap between HOMO and LUMO at 10.3 eV.

ORCA input file:
```
! wB97M-V def2-TZVPD RIJCOSX def2/J DEFGRID3
* xyz 1 1
N -1.491 0.730 -0.473
C -0.253 -0.064 -0.390
C 0.766 0.720 0.455
N 1.727 0.050 1.097
C 3.246 -1.674 1.790
C 2.210 -1.298 0.745
C 2.831 -1.314 -0.653
O 0.605 1.919 0.574
H -1.344 1.736 -0.119
H -1.863 0.705 -1.418
H -2.124 0.384 0.244
H 0.165 -0.119 -1.394
H -0.408 -1.063 0.007
H 2.370 0.661 1.577
H 3.026 -1.274 2.758
H 4.238 -1.297 1.496
H 3.409 -2.740 1.874
H 1.381 -1.974 0.854
H 3.370 -2.258 -0.776
H 3.618 -0.566 -0.667
H 2.089 -1.256 -1.427
H -2.873 -0.309 -3.322
H -1.963 -1.525 -3.720
O -2.094 -0.819 -3.082
H -3.507 -1.964 -0.208
H -4.257 -1.061 0.811
O -3.393 -1.253 0.431
H -1.428 3.724 1.017
H -2.355 3.597 -0.220
O -1.974 3.103 0.521
*
```

---

In order of decreasing stability: <x>, <w>.

---

<w>
A 2-piece molecular cluster, C5H14NO2 overall, computed with the ωB97M-V functional and the def2-TZVPD basis.

The calculation puts the gap between HOMO and LUMO at 9.4 eV.

ORCA input file:
```
! wB97M-V def2-TZVPD RIJCOSX def2/J DEFGRID3
* xyz 1 1
C -0.738 -1.806 0.778
O 0.407 -2.467 0.192
C -0.412 -0.932 1.954
C 0.615 0.222 1.797
C 0.217 1.081 0.628
C 1.395 1.084 -1.430
N 0.553 0.487 -0.676
H -1.166 -1.305 -0.091
H -1.365 -2.684 1.081
H 1.050 -2.649 0.884
H -0.227 -1.533 2.838
H -1.300 -0.365 2.214
H 0.893 0.632 2.872
H 1.677 -0.202 1.781
H -0.854 1.249 0.584
H 0.643 2.067 0.762
H 1.692 0.788 -2.447
H 1.745 2.105 -1.174
H 0.268 -0.472 -0.900
H -1.299 2.749 -3.204
H -2.182 1.579 -3.277
O -1.642 2.053 -2.632
*
```

---

<x>
A 2-piece molecular cluster, C5H14NO2 overall, computed with the ωB97M-V functional and the def2-TZVPD basis.

The calculation puts the gap between HOMO and LUMO at 11.3 eV.

ORCA input file:
```
! wB97M-V def2-TZVPD RIJCOSX def2/J DEFGRID3
* xyz 1 1
C -0.208 -0.106 -2.006
C 0.662 2.371 -0.125
C -2.141 -0.663 1.116
C 1.391 -1.850 0.941
C -0.591 0.247 -0.624
N -0.239 1.304 0.111
O -1.607 -0.515 -0.258
O 1.347 -0.742 0.050
H -1.000 -0.751 -2.402
H -0.160 0.806 -2.695
H 0.853 -0.550 -2.177
H 0.831 3.044 0.764
H 1.730 1.993 -0.360
H 0.377 3.114 -0.942
H -3.235 -0.897 0.997
H -1.853 0.124 1.694
H -1.869 -1.804 1.496
H 0.861 -1.632 1.814
H 2.409 -2.035 1.101
H 1.190 -2.731 0.393
H 2.096 -0.180 0.210
H -0.843 1.454 0.902
*
```

---

<y>
A 2-piece molecular cluster, C5H14NO2 overall, computed with the ωB97M-V functional and the def2-TZVPD basis.

The calculation puts the gap between HOMO and LUMO at 10.8 eV.

ORCA input file:
```
! wB97M-V def2-TZVPD RIJCOSX def2/J DEFGRID3
* xyz 1 1
C -1.143 1.637 1.352
O -1.827 0.458 0.855
C 0.054 1.922 0.509
C 1.234 0.951 0.519
C 1.022 -0.357 -0.259
C 0.187 -2.460 0.472
N 0.029 -1.206 0.371
H -1.803 2.503 1.428
H -0.936 1.424 2.403
H -2.676 0.603 0.449
H 0.501 2.916 0.675
H -0.150 2.195 -0.537
H 2.088 1.381 -0.019
H 1.686 0.725 1.486
H 0.668 -0.245 -1.294
H 2.022 -0.772 -0.401
H -0.620 -3.098 0.824
H 1.135 -2.981 0.409
H -0.872 -0.719 0.636
H -0.530 -2.170 -2.826
H -0.056 -1.300 -4.003
O -0.012 -1.407 -3.050
*
```

---

In order of decreasing stability: <y>, <w>, <x>.

---

<w>
A 3-piece molecular cluster, C5H14NO2 overall, computed with the ωB97M-V functional and the def2-TZVPD basis.

The calculation puts the gap between HOMO and LUMO at 8.4 eV.

ORCA input file:
```
! wB97M-V def2-TZVPD RIJCOSX def2/J DEFGRID3
* xyz 1 1
C 1.655 0.839 1.122
C 0.416 1.599 0.834
C -0.476 0.835 -0.221
C -0.403 1.035 -1.528
C -1.853 0.279 1.569
N -1.512 0.158 0.359
H 2.228 0.578 0.142
H 2.364 1.462 1.694
H 1.701 -0.042 1.704
H -0.208 1.864 1.675
H 0.681 2.717 0.637
H 0.329 1.438 -2.048
H -1.243 0.960 -2.254
H -2.857 -0.079 1.976
H -1.345 1.085 2.253
H -1.870 -0.564 -0.265
H 0.190 -3.937 -0.151
H 1.296 -2.877 -0.296
O 0.256 -2.937 -0.216
H 0.002 -1.761 -1.644
H 0.614 -1.532 -3.018
O 0.036 -1.119 -2.325
*
```

---

<x>
C5H14NO2 as an isolated structure, computed with the ωB97M-V functional and the def2-TZVPD basis.

The calculation puts the gap between HOMO and LUMO at 3.6 eV.

ORCA input file:
```
! wB97M-V def2-TZVPD RIJCOSX def2/J DEFGRID3
* xyz 1 1
C 0.141 -0.097 -1.920
O -0.022 1.275 -1.385
C 0.137 -1.480 -1.065
C -0.740 -1.509 0.362
C -0.681 -0.489 1.491
C 1.537 0.354 1.896
N 0.717 -0.670 2.171
H 1.123 -0.158 -2.478
H -0.691 0.052 -2.666
H -3.446 0.945 0.957
H -0.118 -2.278 -1.734
H 1.074 -1.776 -0.612
H -0.616 -2.569 1.004
H -1.587 -1.316 -0.334
H -1.691 -0.548 1.995
H -0.429 0.687 1.322
H 2.491 0.430 2.398
H 1.260 1.211 1.082
H -4.314 2.442 0.646
H 1.198 1.357 -1.284
H 2.599 2.321 -1.232
O 2.056 1.817 -0.614
*
```

---

In order of decreasing stability: <w>, <x>.